(1)
Density functional theory data (ωB97M-V/def2-TZVPD) for an isolated ion of composition C5H8N3O and charge +1 in a non-equilibrium geometry.

Calculated values
**Total energy**: -434.3777 a.u.
**Gap between HOMO and LUMO (alpha / beta)**: 7.389 / 7.769 eV
**Total charge**: +1
**Energy above the lowest of the compared OMol25 structures with the same formula, charge and spin**: 5.942 eV
**E_LUMO (alpha / beta)**: -0.19239 / -0.17843 hartree

```
17
Properties=species:S:1:pos:R:3:forces:R:3:lowdin_charge:R:1
O 2.082 0.562 -0.228 -2.041 3.577 -0.787 0.03
N 0.164 2.053 0.044 -1.085 0.093 -1.201 0.12
N -2.496 -0.464 -0.131 -0.839 -0.086 0.036 0.19
N -0.290 -0.611 0.461 0.587 3.861 0.423 0.10
C 0.649 -1.402 -0.144 1.624 -1.207 0.940 -0.18
C 1.135 1.292 0.322 2.070 -6.390 1.220 0.04
C -1.081 1.543 0.011 -2.055 -0.852 -0.797 0.01
C -1.303 0.132 0.025 1.104 0.375 1.331 -0.35
C 2.105 -0.832 0.093 1.666 -0.606 0.153 -0.07
H 2.651 -0.855 1.066 -1.457 -0.647 -0.088 0.15
H -3.349 -0.044 0.207 -0.003 0.459 -0.353 0.13
H -1.860 2.252 -0.095 -0.635 0.561 0.029 0.12
H -2.524 -1.467 0.004 0.295 0.174 -0.027 0.13
H 2.872 -1.238 -0.592 -0.707 0.040 -0.033 0.14
H 0.199 2.993 -0.286 0.599 1.153 0.010 0.19
H 0.637 -2.333 0.428 0.436 -0.481 -0.465 0.13
H 0.410 -1.582 -1.185 0.442 -0.023 -0.391 0.14
```
Forces are in eV/Å.

(2)
Density functional theory data (ωB97M-V/def2-TZVPD) for C5H8N4O as an isolated structure in a non-equilibrium geometry.

Calculated values
**Total energy**: -489.4412 a.u.
**Gap between HOMO and LUMO**: 9.657 eV
**Total charge**: 0
**Energy above the lowest of the compared OMol25 structures with the same formula, charge and spin**: 5.108 eV
**E_LUMO**: 0.01426 hartree

```
18
Properties=species:S:1:pos:R:3:forces:R:3:lowdin_charge:R:1
O 3.443 0.766 -1.547 1.239 -0.233 0.496 -0.24
N -0.764 -0.298 0.559 0.352 -0.223 -0.354 -0.22
N 0.345 0.343 0.303 0.468 0.495 0.051 0.17
N -0.679 -1.611 0.482 -0.031 -0.451 0.240 0.11
N 3.639 -0.026 0.640 -2.588 -1.635 -1.475 0.11
C 1.249 -0.617 0.077 -0.330 -0.652 -0.438 -0.27
C 2.669 -0.352 -0.015 3.151 1.675 3.806 -0.15
C 0.594 -1.856 0.193 -0.005 0.123 -0.089 -0.07
C -2.835 0.677 -0.387 -0.132 0.037 -0.158 -0.08
C -2.017 0.386 0.860 -0.091 0.111 0.222 -0.18
H -2.278 1.321 -1.080 -0.138 -0.168 0.178 0.08
H -3.110 -0.251 -0.903 0.094 0.229 0.129 0.08
H -2.565 -0.261 1.555 0.174 0.111 -0.192 0.12
H 0.987 -2.866 0.125 -0.162 0.325 -0.062 0.12
H -3.757 1.196 -0.094 0.224 -0.119 -0.113 0.08
H -1.747 1.308 1.386 -0.018 -0.224 -0.153 0.12
H 2.645 1.301 -1.678 0.775 0.841 0.379 0.02
H 4.182 0.840 -0.476 -2.982 -0.241 -2.466 0.20
```
Forces are in eV/Å.